Entry 1:
One molecule with the formula C2H7N3O2S. Source: the OMol25 dataset; level of theory: the ωB97M-V functional and the def2-TZVPD basis.

Summary:
SMILES: CO/N=C(\NO)NS
HOMO level (eV): -8.5
Multiplicity: 1
E (Eh): -793.1195
Kohn-Sham gap (eV): 8.993

XYZ file:
```
15
Properties=species:S:1:pos:R:3:forces:R:3:lowdin_charge:R:1
S 3.229431 -0.406960 -0.156540 1.394 -1.076 -2.623 0.702
H -3.596548 0.048270 -0.822082 1.830 -1.331 2.797 0.131
N -0.618925 -0.738527 0.094818 2.937 0.438 -0.073 0.072
H 2.108439 2.287210 0.095181 -0.717 -0.584 -0.478 0.086
N 1.722212 -0.612716 0.474845 2.794 -5.638 4.265 -0.430
H -3.031656 -0.323364 1.169618 -0.227 0.312 -2.414 0.097
O -1.538077 0.297902 -0.222834 -3.010 -3.141 0.352 -0.282
C -2.814552 -0.426635 0.015795 -1.068 0.393 -0.180 -0.098
C 0.566344 -0.175378 0.013890 -3.556 1.506 0.136 -0.518
H -2.701890 -1.586941 -0.086072 -0.024 2.380 -0.465 0.085
H -0.347259 1.433712 -0.537040 -0.495 0.582 -0.368 0.092
O 1.201415 2.063316 0.384195 0.836 0.538 1.045 -0.048
H 1.847977 -1.474530 1.232158 -1.711 3.111 -2.672 0.182
H 3.384062 -1.508963 -1.216346 -0.565 1.965 1.900 -0.052
N 0.589020 1.123611 -0.439582 1.583 0.544 -1.221 -0.021
```
Forces are in eV/Å.

=====

Entry 2:
C25H26N9O2SSbSn as an isolated structure. Source: the OMol25 dataset; level of theory: the ωB97M-V functional and the def2-TZVPD basis.

Summary:
HOMO level (eV): -13.6
Multiplicity: 1
Net charge: +2
E (Eh): -2463.7513
Kohn-Sham gap (eV): 8.362

XYZ file:
```
65
Properties=species:S:1:pos:R:3:forces:R:3:lowdin_charge:R:1
C -3.631015 -0.549150 2.348364 0.003 0.012 0.018 -0.057
C -1.847368 1.583278 2.176412 0.028 0.033 -0.028 -0.119
N 0.122274 -4.288596 -1.294287 -0.024 0.050 0.082 0.068
C -0.374560 -5.129811 -2.225231 0.011 -0.008 -0.072 -0.356
H -1.596081 -6.646987 -2.806656 -0.022 -0.016 0.018 0.137
H -4.647730 3.694122 -4.378305 -0.002 0.002 0.002 0.118
N 0.138640 -4.985555 -3.456577 -0.011 -0.004 0.028 -0.005
H 0.727364 -3.373645 -4.444678 0.000 0.001 -0.004 0.103
H -1.683613 -6.199505 -1.121394 -0.008 -0.005 -0.001 0.105
C 3.648331 -0.307183 1.884265 0.066 -0.014 -0.081 -0.306
C -2.885370 -0.367166 1.193101 -0.024 -0.014 -0.012 -0.134
C 0.382603 3.650998 -0.034569 -0.062 -0.005 0.015 -0.115
S -0.173833 -0.977115 -1.612750 -0.064 0.001 -0.006 0.007
H 6.681794 0.763912 1.910213 0.010 -0.009 -0.015 0.128
H -2.504149 2.092173 4.151950 0.001 0.005 0.005 0.116
C -3.479566 2.324009 -1.515720 0.015 -0.026 0.046 -0.112
H -1.147608 2.409332 2.120852 -0.001 0.010 -0.011 0.099
N 1.088200 -4.005118 -3.740133 0.010 0.021 0.018 0.060
C 2.732612 4.091031 0.212794 0.049 -0.012 0.004 -0.051
C 5.306128 -0.325846 0.525962 0.054 0.041 -0.020 -0.105
N -0.357294 -4.331844 -0.056067 0.070 0.016 -0.020 -0.404
Sb -0.915241 0.992827 -0.650413 0.044 0.158 -0.008 1.348
C -1.849189 2.135117 -3.297476 0.054 -0.013 0.025 -0.117
C 2.311105 -0.550559 2.385083 -0.089 0.005 -0.023 -0.258
N 1.393359 -1.193792 1.675609 -0.126 0.038 -0.011 -0.037
C -3.489446 0.334432 3.412098 0.014 0.004 -0.010 -0.051
H -0.176123 -5.606808 -4.187879 -0.002 0.000 -0.004 0.163
H -0.638343 4.016203 -0.049331 -0.014 -0.001 -0.014 0.110
C 0.503987 -0.655419 3.649624 0.035 -0.008 -0.010 -0.030
H 5.861609 -0.541281 -0.370529 -0.018 0.011 -0.011 0.117
N 4.001585 -0.711396 0.685006 -0.076 0.095 -0.033 0.031
N 4.669861 0.324049 2.508368 -0.043 0.051 0.042 0.133
H -3.000145 -1.059310 0.365897 0.008 0.013 -0.009 0.105
H -0.107373 -0.507744 4.521309 -0.012 0.000 -0.010 0.131
H -3.781219 2.145651 -0.490296 0.001 0.000 0.005 0.098
C 1.984209 1.865209 -0.290787 0.005 -0.072 0.023 -0.138
H 1.942098 -4.439022 -4.068624 0.002 -0.005 -0.005 0.106
H 2.290738 0.278877 4.316893 -0.017 -0.004 0.011 0.172
O 0.177105 -3.481903 0.710815 -0.031 -0.052 -0.077 -0.205
H -5.317865 3.292250 -2.037132 -0.002 -0.003 0.005 0.116
H 1.202888 5.583834 0.392266 -0.014 -0.001 -0.004 0.118
C -2.602879 1.400086 3.326187 -0.030 -0.036 0.011 -0.067
C 1.419413 4.539850 0.210809 -0.011 -0.013 0.009 -0.055
H -0.629535 -1.766220 2.130442 0.006 0.023 0.028 0.104
C 0.667689 2.308476 -0.276014 0.082 0.057 0.002 -0.352
H -2.434906 2.958582 -5.184765 0.006 -0.006 0.001 0.116
O -1.214487 -5.080153 0.359098 -0.005 0.018 -0.011 0.103
Sn 1.776632 -2.175701 -0.415217 0.058 -0.277 0.208 1.066
H 2.227135 0.833245 -0.512857 -0.046 -0.010 -0.019 0.047
C -1.993354 0.698438 1.114096 -0.018 -0.052 0.037 -0.391
N -1.298306 -6.063046 -2.042722 0.055 0.029 -0.021 0.229
C 0.259528 -1.265684 2.465820 0.091 -0.033 -0.018 -0.112
H 4.041804 2.406297 -0.055637 0.023 0.000 -0.016 0.104
C 5.736087 0.325235 1.645868 0.002 -0.088 0.004 -0.051
C -4.347174 2.967849 -2.386549 -0.007 0.012 -0.025 -0.058
C -3.968733 3.192619 -3.701884 -0.003 0.004 -0.001 -0.050
H 4.680904 0.711394 3.437107 0.010 0.014 -0.005 0.166
H -0.879131 1.812877 -3.658223 -0.002 -0.002 0.006 0.104
C -2.232851 1.912678 -1.976678 -0.038 0.018 -0.092 -0.367
H 3.538154 4.789605 0.396691 -0.001 -0.001 -0.001 0.117
N 1.804709 -0.204253 3.579517 0.051 -0.001 0.029 0.149
H -4.079744 0.195227 4.308033 -0.001 0.003 0.001 0.117
C 3.017418 2.755422 -0.039493 -0.032 0.043 0.023 -0.064
H -4.328330 -1.373409 2.416490 0.002 -0.002 0.001 0.117
C -2.723434 2.778052 -4.158178 -0.013 0.007 0.003 -0.060
```
Forces are in eV/Å.

=====

Entry 3:
C47H35F9MgN3PS5 as an isolated structure. Source: the OMol25 dataset; level of theory: the ωB97M-V functional and the def2-TZVPD basis.

Summary:
HOMO level (eV): -7.3
Multiplicity: 1
E (Eh): -5407.7217
Kohn-Sham gap (eV): 7.242

XYZ file:
```
101
Properties=species:S:1:pos:R:3:forces:R:3:lowdin_charge:R:1
F -5.551600 1.987360 3.834580 -0.055 0.011 -0.028 0.132
C 3.052713 -1.836761 -2.642448 0.045 0.018 0.047 -0.906
C -0.147734 0.888424 -4.748651 -0.070 -0.040 0.089 -0.114
C -4.414135 -6.071833 -0.728752 0.021 0.013 0.064 -0.122
N -0.822392 1.384931 1.396201 -0.127 -0.113 -0.092 0.052
C 3.180275 0.674728 -5.346260 0.092 -0.019 -0.071 -0.062
H -3.081372 3.832482 1.812521 0.017 -0.063 0.019 0.123
C 5.372354 1.739489 1.197493 -0.085 -0.018 0.010 -0.076
F 2.759852 -4.552515 4.782224 0.042 -0.054 -0.016 0.136
H 2.996152 -0.075043 -6.112168 0.008 0.050 0.033 0.112
H -4.364758 -1.567194 -0.488245 -0.036 -0.002 0.038 0.113
C -0.576454 -3.134742 2.830726 -0.069 -0.099 0.022 -0.097
C -4.942317 0.385010 2.208491 -0.075 -0.029 -0.117 -0.124
S 1.654413 2.261727 -0.253474 0.154 -0.095 -0.014 0.618
H -1.196257 3.149165 -0.783120 -0.003 0.039 0.007 0.086
H -1.330564 -2.602877 3.391655 0.034 -0.106 -0.007 0.086
F -5.317240 -7.556705 -2.333291 -0.021 -0.026 0.054 0.138
C -1.942734 2.923810 3.403598 0.005 0.071 -0.018 -0.043
H 4.279012 3.154263 0.013265 0.027 -0.047 0.023 0.093
C 3.270000 0.281849 -4.009440 0.019 -0.018 0.044 -0.233
C 3.650058 2.572146 -3.406313 0.022 -0.007 -0.048 -0.075
C -1.485351 1.464999 -2.852552 -0.085 0.172 -0.109 -0.536
S -0.015545 -0.885958 -2.642749 -0.133 0.080 0.117 0.534
H -3.863722 -5.726826 -2.764646 0.026 0.030 0.029 0.122
H -0.589910 1.872593 4.702236 -0.011 -0.012 -0.073 0.125
C -2.334179 3.096972 2.084870 0.000 0.038 0.009 -0.010
C -4.214173 -1.119227 0.487916 -0.033 0.015 0.035 -0.103
C -2.846605 -3.867376 -0.110167 0.083 0.182 -0.078 -0.358
C -1.734186 2.324601 1.104745 0.008 -0.013 -0.030 -0.328
C 3.325658 2.002365 -5.706130 -0.006 -0.041 0.011 -0.096
H 1.960175 -3.279247 -3.597112 -0.045 0.027 0.045 0.089
C 4.117396 -0.110933 2.030375 -0.117 -0.004 0.024 -0.143
H 2.804645 -1.601866 -4.596795 -0.029 -0.029 -0.101 0.132
H -2.945229 3.171152 -0.448177 -0.010 0.093 0.024 0.084
C -4.295358 -5.658338 0.596718 0.023 0.035 0.042 0.000
H 6.310023 2.275284 1.098402 -0.062 -0.015 -0.003 0.105
C -1.431972 2.925111 -4.770796 0.014 -0.005 0.020 -0.090
C -0.584353 0.573363 -3.451920 0.021 0.029 -0.104 -0.681
N 3.079541 -1.101382 -3.768400 0.210 0.205 0.022 0.054
C -2.973389 -4.290040 -1.425757 0.024 0.062 -0.035 -0.067
H -0.214500 2.239323 -6.405149 0.017 0.000 0.088 0.105
H 0.513336 -3.656414 4.608075 -0.024 -0.005 -0.037 0.127
F -7.145097 0.833931 2.925135 0.006 0.046 0.010 0.146
C -2.868079 -0.789353 2.440753 0.004 0.042 0.031 -0.075
F -6.135408 2.365955 1.782295 -0.012 -0.001 0.052 0.134
H 4.056486 -1.046904 2.575866 -0.016 0.060 -0.036 0.103
F 2.215747 -6.441294 3.872081 0.064 0.054 0.017 0.142
H -3.653662 0.579448 3.901133 0.029 -0.035 -0.058 0.120
C 5.324065 0.550003 1.919998 0.089 0.056 -0.043 -0.091
Mg 0.271588 0.265836 -0.451330 -0.121 0.164 -0.129 0.151
C 0.656060 0.240894 2.994850 -0.077 -0.158 -0.092 -0.341
H 0.209514 -0.556442 3.595286 0.028 0.038 0.054 0.069
H -4.817888 -6.198168 1.377713 0.033 0.026 -0.019 0.128
C -0.947870 2.009621 3.687680 -0.025 0.060 0.138 -0.019
H 2.482302 -3.640589 -2.017452 0.013 -0.087 0.086 0.064
H -3.420278 -4.237561 1.933013 -0.005 -0.007 -0.018 0.114
C 2.517986 -5.153298 3.603863 -0.049 -0.050 -0.010 -0.583
C -3.760166 -5.397668 -1.739247 0.085 0.093 -0.059 0.000
S 1.507237 -0.616117 1.643747 0.073 0.105 -0.280 0.910
C -1.895653 2.630953 -3.501138 0.029 -0.072 0.072 -0.104
H -1.750762 3.832896 -5.268490 0.012 -0.049 0.021 0.101
C 2.963065 0.394061 1.424742 0.147 0.029 0.097 -0.591
C -5.153158 -0.232791 0.978504 0.049 -0.008 -0.001 0.001
S 3.523021 -1.362086 -1.109452 -0.058 -0.134 -0.100 0.719
H 0.546077 0.209553 -5.230100 -0.091 0.072 0.029 0.085
F -4.795911 -8.368568 -0.392722 -0.040 0.002 -0.041 0.142
C -0.566901 2.034766 -5.399618 0.024 -0.047 0.011 -0.080
F 3.664878 -5.157152 2.906952 0.007 -0.021 0.050 0.145
H -6.039227 0.000336 0.400758 0.026 -0.013 -0.002 0.131
C -5.942109 1.389798 2.694857 0.002 -0.021 -0.017 -0.582
C 2.995479 1.570786 0.651498 0.016 0.055 0.069 -0.688
C 0.316783 -3.990385 0.777377 0.062 0.061 0.026 -0.091
C 3.564015 2.964306 -4.732228 -0.006 -0.031 0.007 -0.091
C -2.031067 2.591969 -0.352047 -0.033 -0.197 0.118 -0.362
N 2.633561 -3.120559 -2.862123 0.015 0.058 -0.067 0.073
C 0.454080 -3.751097 3.530893 -0.077 0.090 0.038 -0.006
H -1.968936 -0.954120 3.014978 -0.094 0.082 -0.051 0.070
C -0.645017 -3.223612 1.444735 -0.031 0.063 0.029 -0.378
S -2.168589 1.029064 -1.265940 0.289 0.021 -0.021 0.929
H 3.574084 0.961110 -1.994718 0.005 0.009 -0.042 0.015
C 1.329231 -4.626153 1.470531 -0.031 -0.018 -0.031 0.006
H 3.829619 3.311085 -2.634335 -0.057 -0.050 -0.006 0.096
C 4.234491 2.235837 0.587126 -0.024 -0.081 -0.002 -0.126
P -1.796870 -2.388324 0.275879 -0.333 -0.284 0.381 1.113
H -2.401909 3.504897 4.194477 0.033 -0.004 -0.034 0.119
C -3.811839 0.100064 2.943937 0.094 -0.105 0.059 -0.009
H -2.459346 -3.745815 -2.211215 -0.024 -0.023 0.009 0.104
C 1.410267 -4.478323 2.850690 0.013 -0.031 -0.095 -0.121
H 3.680748 4.005248 -5.007201 -0.012 -0.033 0.011 0.099
F -6.529784 -7.094585 -0.598061 0.017 -0.038 -0.026 0.141
H 2.063948 -5.227096 0.948494 -0.001 0.089 -0.002 0.129
H 0.269211 -4.068745 -0.305986 0.044 -0.005 0.066 0.106
H 6.217029 0.137908 2.375703 -0.077 0.046 -0.019 0.103
C -3.050908 -1.413358 1.211598 0.136 -0.036 0.018 -0.356
C 3.506941 1.240971 -3.032089 0.023 -0.025 -0.046 -0.050
H -2.583651 3.309208 -3.008073 -0.012 -0.060 -0.037 0.104
H 1.432013 0.706515 3.598331 0.006 0.040 0.074 0.103
C -0.411099 1.254315 2.652789 0.059 0.014 -0.102 -0.326
C -3.513727 -4.561576 0.902641 -0.036 -0.048 -0.043 -0.058
C -5.263734 -7.273331 -1.022815 -0.015 0.000 0.001 -0.585
H 3.249888 2.285472 -6.748834 0.008 -0.016 0.015 0.102
```
Forces are in eV/Å.